No. 1
ORCA calculation (ωB97M-V/def2-TZVPD) on a cluster of 7 separate species, C14H13Br2Cl18F3N2 in total in a non-equilibrium geometry.

Results
energy = -391348.54219 eV
LUMO level = -0.02 eV
highest occupied orbital energy = -10.989 eV
SMILES = N#CC[C@H](C#N)CC[C@](F)(Br)C(F)(F)Br.ClC(Cl)Cl.ClC(Cl)Cl.ClC(Cl)Cl.ClC(Cl)Cl.ClC(Cl)Cl.ClC(Cl)Cl

Last column: Mulliken charge in e.
Atoms and positions in Å:
N 2.0064 3.2826 -1.0167  -0.4312
C 2.2338 2.1938 -1.3052  0.1005
C 2.3574 0.7394 -1.5181  -0.8230
C 0.9660 0.1168 -1.7600  0.9685
C 1.0822 -1.3434 -1.5410  -0.3217
N 0.9978 -2.4568 -1.2687  -0.5851
C 0.4074 0.4837 -3.1628  -1.2034
C -0.9381 1.2340 -3.0370  -1.1029
C -2.1055 0.3126 -2.6793  0.5329
F -1.6927 -0.9025 -2.2661  -0.2663
Br -3.1200 -0.0270 -4.3463  -0.1212
C -3.1038 0.9413 -1.6076  0.5439
F -2.5525 1.9827 -0.9851  -0.2276
F -4.2563 1.3225 -2.1481  -0.1774
Br -3.5206 -0.3952 -0.2323  -0.1410
H 2.7719 0.3102 -0.6026  0.4329
H 3.0743 0.5230 -2.3100  0.3991
H 0.2951 0.5462 -1.0145  0.2938
H 1.0825 1.2013 -3.6315  0.4930
H 0.2657 -0.3861 -3.8015  0.4398
H -0.7947 2.0685 -2.3510  0.4726
H -1.1385 1.6530 -4.0200  0.6796
C 0.7099 5.7542 -3.4216  0.0460
Cl 0.1495 7.3579 -3.8909  -0.1295
Cl -0.4542 4.5168 -3.9145  -0.0732
Cl 2.2983 5.4164 -4.1084  -0.1288
H 0.7945 5.7228 -2.3429  0.2780
C 2.9825 -3.2506 0.3071  0.3485
Cl 4.0656 -2.4222 -0.8102  -0.1595
Cl 2.9638 -4.9861 -0.0083  -0.1459
Cl 3.4511 -2.9274 1.9820  -0.1615
H 1.9819 -2.8656 0.1555  0.1660
C 4.8679 -5.2181 4.8731  0.3066
Cl 6.6205 -5.2095 5.0841  -0.1307
Cl 4.2223 -6.8487 5.0664  -0.1278
Cl 4.0944 -4.1019 6.0022  -0.0423
H 4.6484 -4.8869 3.8662  0.0062
C 0.5800 -2.3989 7.6905  0.4880
Cl 2.3125 -2.2562 7.9986  -0.1384
Cl 0.0054 -4.0228 8.0668  -0.1183
Cl -0.3366 -1.1715 8.5633  -0.1289
H 0.4219 -2.2226 6.6405  -0.1134
C -2.0625 -0.3764 5.0969  0.0575
Cl -3.0723 0.0134 3.7075  -0.0940
Cl -3.0095 -0.5674 6.5717  -0.1057
Cl -1.1569 -1.8508 4.7337  -0.1428
H -1.3574 0.4319 5.2403  0.2891
C -6.0346 2.9064 -5.2437  0.0788
Cl -4.4003 3.4257 -4.8319  -0.0517
Cl -7.2007 4.1897 -4.9215  -0.1244
Cl -6.1192 2.3894 -6.9287  -0.1234
H -6.2838 2.0585 -4.6187  0.2198

No. 2
ORCA calculation (ωB97M-V/def2-TZVPD) on a structure of composition C30H37BBr2N3O6PS2SeTi.

Results
2S+1 = 2
energy = -308656.52086 eV
LUMO level (alpha / beta) = 2.19 / 2.21 eV
net charge = -1
highest occupied orbital energy (alpha / beta) = -3.954 / -3.987 eV

Last column: Löwdin spin population.
Atoms and positions in Å:
Ti -0.1257 -0.8784 -0.0525  0.9581
C 1.5851 -3.3321 3.5281  0.0014
C 0.9953 -2.9663 2.1849  0.0133
S -0.4188 -1.9093 2.2409  -0.0020
C 1.5243 -3.3959 1.0285  0.0030
C 2.7668 -4.2432 0.9600  -0.0007
S 0.8791 -2.9755 -0.5715  -0.0015
H 0.8962 -3.0528 4.3238  -0.0002
H 2.5267 -2.8036 3.7050  0.0000
H 1.7871 -4.4019 3.6167  0.0009
H 2.9797 -4.7483 1.9020  0.0000
H 3.6331 -3.6262 0.7024  0.0000
H 2.6688 -4.9967 0.1757  -0.0001
Br 0.6384 2.5774 -3.6091  0.0001
C -1.0014 1.9851 -2.8860  -0.0008
C -2.1597 2.7509 -3.0958  0.0005
C -3.3569 2.3758 -2.5596  -0.0009
Br -4.8921 3.4546 -2.8668  -0.0002
C -3.4580 1.2044 -1.7705  0.0006
C -4.6368 0.6922 -1.1943  0.0004
C -4.5914 -0.4473 -0.4431  0.0008
C -3.3513 -1.0619 -0.2078  0.0035
N -2.2435 -0.6103 -0.7278  0.0071
C -2.2818 0.4682 -1.5437  0.0015
C -1.0064 0.8399 -2.1095  0.0049
O 0.0195 0.1043 -1.8607  0.0204
H -2.0917 3.6514 -3.6912  0.0001
H -5.5733 1.2099 -1.3559  0.0000
H -5.4843 -0.8627 0.0025  0.0000
H -3.2605 -1.9304 0.4347  0.0006
C -2.7299 0.2024 4.2882  -0.0001
C -3.1413 0.0772 2.8353  0.0002
O -2.7044 1.1737 2.0296  -0.0013
P -1.1780 1.3232 1.4719  0.0052
O -0.4597 1.8936 2.8077  -0.0004
C 0.9104 1.5869 3.1272  -0.0001
C 1.0588 1.5504 4.6312  0.0000
O -1.4411 2.6400 0.5811  0.0012
C -2.4399 3.6359 0.8047  0.0004
C -2.1438 4.4921 2.0193  0.0000
H -3.3165 -0.4928 4.8913  0.0000
H -2.9031 1.2164 4.6496  0.0000
H -1.6788 -0.0471 4.4086  -0.0001
H -4.2301 0.0814 2.7410  0.0000
H -2.7649 -0.8626 2.4239  0.0003
H 1.5400 2.3645 2.6918  0.0000
H 1.1784 0.6267 2.6822  -0.0001
H 0.6794 2.4708 5.0770  0.0000
H 2.1133 1.4485 4.8919  0.0000
H 0.5188 0.7060 5.0574  0.0000
H -3.4155 3.1535 0.8962  0.0000
H -2.4407 4.2375 -0.1059  0.0000
H -2.1730 3.8950 2.9295  0.0000
H -2.8848 5.2905 2.0961  0.0000
H -1.1538 4.9404 1.9361  0.0000
O 1.5947 1.9409 0.2321  -0.0016
B 1.7720 0.5215 0.2219  -0.0110
O 3.1434 0.2821 -0.0457  -0.0020
C 3.7356 1.4913 -0.2459  -0.0012
C 5.0439 1.7713 -0.5694  0.0002
C 5.3841 3.1154 -0.7356  0.0001
C 4.4398 4.1225 -0.5800  0.0002
C 3.1156 3.8284 -0.2488  0.0001
C 2.7912 2.5007 -0.0865  -0.0008
H 5.7691 0.9785 -0.6928  0.0000
H 6.4019 3.3764 -0.9954  0.0000
H 4.7344 5.1542 -0.7224  0.0000
H 2.3683 4.6013 -0.1336  0.0000
C -0.5374 -5.3932 -3.1225  -0.0002
N 0.3835 -4.3981 -3.6222  0.0000
C 1.7549 -4.5298 -3.6359  0.0003
C 2.2623 -3.3391 -4.0050  0.0001
N 1.1981 -2.4891 -4.2082  -0.0001
C 1.3058 -1.0799 -4.5354  0.0001
C 0.0361 -3.1346 -3.9621  0.0001
Se -1.6639 -2.4420 -4.1085  0.0003
H -0.1943 -6.3818 -3.4263  0.0000
H -1.5197 -5.1897 -3.5427  0.0000
H -0.5882 -5.3260 -2.0343  -0.0003
H 2.2403 -5.4435 -3.3492  0.0000
H 3.2785 -3.0090 -4.1101  0.0000
H 2.2783 -0.9066 -4.9923  0.0000
H 1.1932 -0.4792 -3.6332  -0.0001
H 0.5121 -0.8182 -5.2325  0.0000